## P
Molecular formula: C10H19N2P
Method: DFT, ωB97M-V/def2-TZVPD

Geometry as ORCA input:
```
! RIJCOSX wB97M-V def2-TZVPD def2/J DEFGRID3
* xyz 0 1
C 1.98230 -0.07624 0.41013
C 0.77133 0.24294 -0.07816
C -4.32544 0.90532 0.77264
C -3.74822 -0.52325 0.69988
C -3.52064 1.48312 -0.48116
C -2.28912 -0.46756 0.19976
C -2.10035 -1.33974 -1.08592
C 5.18815 -0.63949 -0.12834
C 3.12462 0.85972 0.58533
C 4.34926 0.64668 -0.35743
N -1.26095 1.75504 -0.48346
N -2.20546 0.95264 -0.26612
P 0.27780 1.86083 -0.60862
H 2.24806 -0.97064 0.81286
H 0.15772 -0.66090 -0.01897
H -5.45312 0.77022 0.75458
H -3.99387 1.55023 1.71011
H -3.71794 -0.96293 1.71920
H -4.30299 -1.03948 0.05999
H -4.08789 1.11827 -1.27818
H -3.66765 2.59018 -0.48586
H -1.52548 -0.76167 1.08970
H -3.03456 -1.54762 -1.70010
H -1.86832 -2.29072 -0.64847
H -1.34019 -1.05098 -1.66617
H 4.62732 -1.24798 0.56500
H 6.19408 -0.36583 0.31283
H 5.39749 -1.15653 -1.08444
H 2.90849 1.84228 0.39138
H 3.64461 0.83920 1.48417
H 3.83734 0.73532 -1.28615
H 4.87072 1.57326 -0.34130
*
```

The HOMO energy comes out at -7.3510 eV. The SMILES is CCC/C=C\P=N/N1CCC[C@H]1C. For the frontier orbital gap, the calculation gives 8.11 eV.

---

## Q
Molecular formula: C10H19N2P
Method: DFT, ωB97M-V/def2-TZVPD

Geometry as ORCA input:
```
! RIJCOSX wB97M-V def2-TZVPD def2/J DEFGRID3
* xyz 0 1
C -2.10784 -1.67823 -1.52508
C -2.38525 -1.44024 -0.14115
C -0.85288 -0.09281 -0.85839
C -2.81229 -2.54700 -2.55567
C -3.27020 -2.05595 0.85611
C 3.15214 1.12917 1.70431
C 2.97150 2.15057 -1.31294
C -1.35370 0.11720 1.56728
C 2.68612 0.18290 0.38312
C 2.20146 0.86223 -0.84910
N -1.16600 -0.80817 -1.90648
N -1.46931 -0.52366 0.31744
P 0.45950 1.16490 -1.11123
H -3.03380 -1.85487 -3.28148
H -2.30420 -3.44341 -2.80700
H -3.76688 -2.98387 -2.02305
H -4.36059 -2.07393 0.50230
H -2.93428 -3.06003 0.89105
H -2.95068 -1.69042 1.85491
H 3.94343 1.72999 1.41140
H 3.44972 0.54180 2.53174
H 2.19916 1.85873 1.83209
H 2.35613 2.73369 -2.06553
H 3.09124 2.61743 -0.33072
H 3.91865 2.01557 -1.87094
H -1.95752 1.05470 1.56759
H -1.70159 -0.49243 2.48991
H -0.32309 0.44428 1.71425
H 1.77830 -0.35671 0.66340
H 3.62376 -0.35282 0.13292
H 0.28256 1.11175 -2.44957
H -0.38305 2.34371 -1.02270
*
```

The HOMO energy comes out at -6.5677 eV. The SMILES is CCC(C)=[PH2]c1nc(C)c(C)n1C. For the frontier orbital gap, the calculation gives 7.24 eV.

---

The most stable of them is P.

---

## P
Molecular formula: C4H8P2
Method: DFT, ωB97M-V/def2-TZVPD

Geometry as ORCA input:
```
! RIJCOSX wB97M-V def2-TZVPD def2/J DEFGRID3
* xyz 0 1
C 1.01895 -0.22409 0.73342
C -0.76546 0.01434 -0.96397
C 2.09510 -0.24416 1.72054
C -1.94802 0.86133 -1.55599
P 1.07606 0.49348 -0.82702
P -0.82569 -0.41203 0.92856
H -0.84288 -1.16440 -1.63190
H 1.80606 -0.62430 2.57870
H 2.49646 0.84436 2.02384
H 2.96469 -0.67443 1.20729
H -1.54413 0.97186 -2.60033
H -1.92552 1.86925 -1.02745
H -2.75280 0.25293 -1.56685
H -0.85281 -1.96415 0.98116
*
```

The HOMO energy comes out at -8.4009 eV. For the frontier orbital gap, the calculation gives 8.49 eV.

---

## Q
Molecular formula: C4H8P2
Method: DFT, ωB97M-V/def2-TZVPD

Geometry as ORCA input:
```
! RIJCOSX wB97M-V def2-TZVPD def2/J DEFGRID3
* xyz 0 1
C -1.50064 -0.59233 0.33773
C 1.09661 0.77917 0.37180
C -1.46508 -1.94875 -0.35864
C 2.14266 1.82452 -0.10749
P -0.54896 0.88198 -0.28459
P -2.80423 0.69557 -0.19065
H -1.27632 -0.67999 1.38064
H 1.26619 -0.20134 0.90532
H -1.91920 -1.91937 -1.46612
H -1.84242 -2.79095 0.30479
H -0.34170 -2.21648 -0.49763
H 1.68236 2.79633 -0.33801
H 2.64508 1.42058 -0.89060
H 2.86565 1.95105 0.83344
*
```

The HOMO energy (spin up / spin down) comes out at -7.4290 / -7.3720 eV. The SMILES is CC=P1=P[C@H]1C. For the frontier orbital gap (spin up / spin down), the calculation gives 6.30 / 6.26 eV.

---

## R
Molecular formula: C4H8P2
Method: DFT, ωB97M-V/def2-TZVPD

Geometry as ORCA input:
```
! RIJCOSX wB97M-V def2-TZVPD def2/J DEFGRID3
* xyz 0 1
C -1.22461 -0.32663 0.55078
C 0.71080 0.35610 -0.19997
C 1.60354 -0.58674 0.61451
C 1.35017 1.03713 -1.15846
P -2.61167 0.95957 0.32410
P -2.44277 -0.94405 -0.70029
H -0.81938 -0.95500 1.35640
H 2.28018 -1.01371 -0.16666
H 2.05351 -0.00325 1.41677
H 0.95196 -1.34988 1.07647
H 2.46094 1.14938 -1.05576
H 0.80475 1.79005 -1.64492
H -3.13335 0.54929 1.53809
H -1.98407 -0.66225 -1.95106
*
```

The HOMO energy comes out at -8.9258 eV. For the frontier orbital gap, the calculation gives 9.40 eV.

---

The most stable of them is P.

---

## P
Molecular formula: C4H5NS3
Method: DFT, ωB97M-V/def2-TZVPD

Geometry as ORCA input:
```
! RIJCOSX wB97M-V def2-TZVPD def2/J DEFGRID3
* xyz 0 1
C 1.71666 -2.31204 0.68047
C 0.36804 0.14224 0.58057
C -0.45502 1.31398 -0.34032
C -0.43087 1.02853 -1.81133
H 1.84740 -2.11823 1.91375
H 1.50434 -3.34850 0.50687
H 2.88821 -1.95108 0.31419
H -0.07851 2.48100 -0.14332
H -1.74761 -0.59952 -0.41419
N -0.37318 0.46232 -2.96649
S 0.45275 -1.35175 -0.28492
S 1.12598 0.52716 1.93027
S -2.14089 0.90357 -0.14962
*
```

The HOMO energy comes out at -9.0935 eV. For the frontier orbital gap, the calculation gives 8.38 eV.

---

## Q
Molecular formula: C4H5NS3
Method: DFT, ωB97M-V/def2-TZVPD

Geometry as ORCA input:
```
! RIJCOSX wB97M-V def2-TZVPD def2/J DEFGRID3
* xyz 0 1
C 1.21973 -1.80343 0.88810
C -1.10137 -1.21826 0.28391
C 0.86490 0.08089 -0.35746
C 0.00236 1.31582 -0.52298
H 1.87094 -1.13216 1.26888
H 1.80268 -2.19156 -0.04113
H 0.86809 -2.81120 1.33923
H -1.16556 -1.91605 1.35290
H 0.27465 1.80318 -1.51686
N 0.30308 -0.91756 0.27814
S -2.39101 -0.79026 -0.64569
S 2.60299 0.26881 -0.45013
S -0.94237 1.92274 0.71461
*
```

The HOMO energy comes out at -8.9766 eV. The SMILES is CN(C=S)C(=S)C=S. For the frontier orbital gap, the calculation gives 7.10 eV.

---

The most stable of them is Q.

---

## P
Molecular formula: C2H5NS3
Method: DFT, ωB97M-V/def2-TZVPD

Geometry as ORCA input:
```
! RIJCOSX wB97M-V def2-TZVPD def2/J DEFGRID3
* xyz 0 1
C -1.57363 1.16749 1.64746
C 0.36825 0.25883 -0.42414
H -2.25869 1.92581 2.00950
H -0.59970 1.74955 2.07848
H -1.59014 0.08603 2.22508
H 2.12766 -0.49704 0.18142
H -0.21788 -2.33189 0.05490
N 1.19583 -0.36983 0.39507
S -1.37734 0.88366 -0.24445
S 0.99489 0.44732 -1.99329
S 0.46997 -1.76233 1.19681
*
```

The HOMO energy comes out at -8.4600 eV. The SMILES is CSC(=S)NS. For the frontier orbital gap, the calculation gives 8.27 eV.

---

## Q
Molecular formula: C2H5NS3
Method: DFT, ωB97M-V/def2-TZVPD

Geometry as ORCA input:
```
! RIJCOSX wB97M-V def2-TZVPD def2/J DEFGRID3
* xyz 0 1
C 1.25968 0.36722 0.68726
C -0.09502 0.65947 0.13982
H 1.11383 -1.18139 -1.13250
H 1.29767 -0.20696 1.60475
H 1.74440 1.25638 1.00574
H -0.61987 -1.28207 0.57777
H -2.64215 -0.41494 -1.62144
N -0.95858 -0.41491 0.15059
S 2.10376 -0.41499 -0.68150
S -0.57908 2.14061 -0.44792
S -2.62464 -0.50843 -0.28258
*
```

The HOMO energy comes out at -8.5347 eV. The SMILES is S=C(CS)NS. For the frontier orbital gap, the calculation gives 8.79 eV.

---

The most stable of them is Q.

---

## P
Molecular formula: C7H12Si
Method: DFT, ωB97M-V/def2-TZVPD

Geometry as ORCA input:
```
! RIJCOSX wB97M-V def2-TZVPD def2/J DEFGRID3
* xyz 0 1
C 3.02801 0.06545 0.14641
C 1.86612 0.10015 0.45920
C -2.39182 -0.75318 0.00239
C -2.32145 0.69783 -0.52864
C -0.88748 -1.29110 0.05775
C -1.29126 1.44016 0.35307
C 4.43326 -0.21471 -0.04967
Si 0.00498 0.13588 1.00616
H -2.81197 -0.61235 0.93320
H -2.85693 -1.41642 -0.61464
H -1.93644 0.84895 -1.56768
H -3.41518 1.05930 -0.52149
H -0.68620 -2.19174 0.65407
H -0.65529 -1.37189 -1.00700
H -1.15652 2.28271 -0.28024
H -1.77608 1.72503 1.28433
H 4.72651 0.09006 -1.07321
H 4.98927 0.41339 0.79199
H 4.55608 -1.37610 0.07284
H -0.34394 -0.23841 2.36522
*
```

The HOMO energy comes out at -9.2083 eV. The SMILES is CC#C[SiH]1CCCC1. For the frontier orbital gap, the calculation gives 10.14 eV.

---

## Q
Molecular formula: C7H12Si
Method: DFT, ωB97M-V/def2-TZVPD

Geometry as ORCA input:
```
! RIJCOSX wB97M-V def2-TZVPD def2/J DEFGRID3
* xyz 0 1
C 1.22818 2.27636 1.73495
C 1.02644 1.11687 1.45828
C 2.83829 0.21452 -0.96062
C 1.77516 -0.58634 -0.73046
C -2.13313 -1.19888 1.53509
C -1.28599 1.18143 -2.40257
C -0.78639 -1.62081 0.95908
Si 0.38820 -0.25398 0.47553
H 1.58845 3.24592 1.71736
H 3.58934 -0.05915 -1.65103
H 2.93032 1.13804 -0.48970
H 1.78075 -1.29022 -1.54374
H -2.70469 -2.02610 1.82967
H -1.93122 -0.50666 2.37474
H -2.78027 -0.68086 0.97392
H -0.88993 2.05138 -1.91250
H -0.83063 0.34879 -1.94375
H -2.21090 1.25837 -2.89257
H -1.13440 -2.14839 -0.03438
H -0.45758 -2.46031 1.50272
*
```

The HOMO energy (spin up / spin down) comes out at -6.2286 / -5.3298 eV. For the frontier orbital gap (spin up / spin down), the calculation gives 4.88 / 3.22 eV.

---

The most stable of them is P.